ORCA calculation (ωB97M-V with the def2-TZVPD basis set) on one molecule with the formula C9H9N3O2.

Energy above the lowest of the compared OMol25 structures with the same formula, charge and spin   164.20 kcal/mol
F_max   3.3 eV Å⁻¹
SMILES string   N\C=C1/C=CC=C/C1=N/C=C/[N+](=O)[O-]
Orbital gap (spin up / spin down)   7.139 / 7.135 eV
Lowest unoccupied orbital energy (spin up / spin down)   -0.728 / -0.730 eV

Structure (XYZ):
```
23
Properties=species:S:1:pos:R:3:forces:R:3
N -0.39086 -2.74459 0.25958 -0.2 0.8 -0.1
C -0.09162 -1.45022 0.16506 2.1 2.3 -1.2
C -0.94711 -0.34938 -0.00767 0.5 -2.1 0.5
C -2.32980 -0.56908 -0.27062 -2.8 0.8 0.3
C -3.23567 0.48843 -0.25842 1.2 -2.5 -0.7
C -2.78861 1.80438 -0.00058 -2.3 2.1 1.0
C -1.48769 2.06355 0.18089 0.9 0.5 -0.1
C -0.47857 1.01590 0.06100 1.3 1.0 -1.1
N 0.74475 1.44731 -0.12303 -1.3 0.2 1.3
C 1.90761 0.86145 -0.35212 0.3 -0.8 -1.9
C 2.92254 0.64852 0.51949 0.1 -0.5 1.8
N 3.98434 -0.19119 0.06540 1.0 -0.5 1.3
O 4.91606 -0.51953 0.83135 -1.4 0.9 -0.6
O 3.87448 -0.63899 -1.04436 0.6 -0.8 -1.7
H 0.45790 -3.29429 0.06994 -1.6 -0.6 0.3
H -1.40960 -2.97916 0.27726 1.8 -0.5 -0.2
H 1.05285 -1.21345 0.06031 -2.3 -0.7 0.7
H -2.83465 -1.56038 -0.47764 1.2 1.0 0.2
H -4.23282 0.24410 -0.58736 -0.3 0.3 0.3
H -3.62507 2.62880 0.16994 2.1 -1.6 -0.7
H -1.03955 3.06060 0.28583 -0.6 -0.4 0.1
H 2.07901 0.54399 -1.46046 -0.1 0.5 2.0
H 2.95208 0.70322 1.63623 -0.3 0.5 -1.3
```
Positions in Å, forces in eV/Å.

From a Mulliken analysis of the wavefunction, the atomic charges in e read:
1. N -0.4102
2. C 0.4605
3. C 0.6030
4. C -0.7069
5. C -0.5446
6. C -0.3826
7. C -0.5604
8. C 0.5927
9. N -0.4534
10. C -0.4471
11. C -0.3375
12. N 0.9922
13. O -0.6325
14. O -0.5928
15. H 0.2785
16. H 0.2335
17. H 0.0670
18. H 0.1291
19. H 0.3663
20. H 0.2319
21. H 0.4076
22. H 0.3806
23. H 0.3251